1.
Below is a structure of composition C20H42AlN2 in a non-equilibrium geometry, with properties calculated with ωB97M-V/def2-TZVPD.

HOMO energy ... -4.22 eV
Net charge ... -1
Spin multiplicity ... 1
F_max ... 5.46 eV Å⁻¹

Cartesian coordinates (Å):
C: -2.2551 6.3041 1.1718
C: -2.3958 4.6823 1.5170
C: -1.1360 3.7367 1.0074
C: -1.2249 2.1312 1.3285
C: -2.5446 1.4827 2.1224
C: -2.4372 -0.1639 2.3960
Al: -0.9999 -0.3404 3.9068
C: -3.8129 2.4094 2.6093
C: -3.7177 4.0480 2.2887
H: -1.6760 6.9079 1.9905
H: -1.6435 6.3625 0.1720
H: -3.3632 6.6969 1.0481
H: -0.1788 4.1304 0.4612
H: -0.3072 1.4604 0.9884
H: -2.0321 -0.7173 1.4188
H: -3.4593 -0.6408 2.7141
H: -1.6826 0.2925 5.2249
H: -0.5059 -1.8280 4.1213
H: 0.1812 0.6589 3.4474
H: -4.7275 1.9134 3.1532
H: -4.5944 4.7742 2.6469
C: -1.7547 3.6127 -2.7928
C: -1.1572 2.9330 -4.0225
N: 0.0643 2.1740 -3.7424
C: 0.7947 1.7808 -4.9514
C: 0.1046 0.8156 -5.9087
C: -0.0343 1.1420 -2.7088
C: -1.0755 0.0446 -2.9010
H: -1.0136 4.2423 -2.2894
H: -2.5901 4.2539 -3.0924
H: -2.1426 2.8860 -2.0736
H: -0.9227 3.7291 -4.7404
H: -1.9254 2.3062 -4.4901
H: 1.7679 1.3615 -4.6683
H: 1.0387 2.6931 -5.5104
H: 0.0886 -0.2012 -5.5150
H: 0.6587 0.7805 -6.8541
H: -0.9183 1.1198 -6.1433
H: -0.2369 1.6360 -1.7506
H: 0.9480 0.6743 -2.5637
H: -2.0500 0.4372 -3.2026
H: -1.2210 -0.4902 -1.9562
H: -0.7537 -0.6947 -3.6366
C: 1.8732 -1.7858 1.4020
C: 2.6178 -2.8401 2.2177
N: 1.9328 -4.1339 2.2755
C: 2.4826 -5.0381 3.2905
C: 3.9190 -5.5143 3.1059
C: 1.6126 -4.7581 0.9906
C: 2.7646 -5.0300 0.0291
H: 0.8446 -1.6646 1.7570
H: 2.3767 -0.8183 1.4985
H: 1.8488 -2.0363 0.3378
H: 2.7112 -2.4430 3.2364
H: 3.6367 -2.9383 1.8253
H: 1.8302 -5.9143 3.3888
H: 2.4170 -4.5340 4.2632
H: 3.9988 -6.2587 2.3130
H: 4.2655 -5.9955 4.0280
H: 4.6069 -4.6931 2.8902
H: 0.8839 -4.1217 0.4736
H: 1.0697 -5.6959 1.1644
H: 3.4401 -4.1765 -0.0705
H: 2.3650 -5.2441 -0.9681
H: 3.3463 -5.9029 0.3307

2.
Below is a structure of composition C33H52AlF18I2N2O12 in a non-equilibrium geometry, with properties calculated with ωB97M-V/def2-TZVPD.

HOMO energy ... -4.69 eV
Net charge ... -1
Spin multiplicity ... 1
F_max ... 1.13 eV Å⁻¹

Cartesian coordinates (Å):
C: 0.9434 3.0163 4.9379
C: 0.8565 2.1609 6.2024
I: 1.1523 3.3520 7.9685
C: 1.8499 1.0017 6.2405
I: 1.3790 -0.2553 4.5218
Al: 3.8722 1.5290 6.3259
C: 4.8624 0.5972 4.8173
N: 4.8140 1.2961 3.5086
C: 4.6323 0.7977 8.0685
C: 5.2526 1.8116 9.0463
C: 6.2574 2.7890 8.4160
C: 5.7106 4.2206 8.2199
C: 6.1390 4.9105 6.9151
N: 7.1958 5.9262 7.1559
H: 0.2570 2.6290 4.1877
H: 1.9553 2.9591 4.5366
H: 0.7199 4.0624 5.1275
H: -0.1533 1.7525 6.2757
H: 1.5960 0.3626 7.0856
H: 4.0092 3.1209 6.1822
H: 4.5530 -0.4500 4.7320
H: 5.9100 0.5651 5.1474
H: 4.6725 0.6577 2.7382
H: 4.0797 1.9897 3.4801
H: 5.3407 -0.0096 7.8574
H: 3.7872 0.3283 8.5910
H: 4.4520 2.3856 9.5199
H: 5.7559 1.2666 9.8544
H: 7.1210 2.8717 9.0826
H: 6.6327 2.4093 7.4640
H: 4.6239 4.2047 8.2996
H: 6.0840 4.8537 9.0292
H: 6.5314 4.1669 6.2256
H: 5.2574 5.3769 6.4719
H: 6.7631 6.8261 7.3160
H: 7.7796 6.0091 6.3342
C: -0.6940 -2.3625 2.2383
C: -1.9812 -2.2230 1.4608
O: -1.7601 -1.5589 0.1911
C: -1.3439 -2.3073 -0.8048
O: -1.1345 -3.4879 -0.8008
C: -1.1961 -1.4334 -2.0701
F: -0.6039 -0.2741 -1.8049
F: -2.4061 -1.1838 -2.5873
F: -0.4763 -2.0724 -2.9932
H: -0.2250 -1.3875 2.3662
H: -0.8954 -2.7784 3.2239
H: 0.0111 -3.0161 1.7243
H: -2.6827 -1.5794 1.9863
H: -2.4629 -3.1841 1.2855
C: -0.7117 -5.5038 -3.1212
C: 0.7863 -5.3342 -3.0750
O: 1.4520 -6.6086 -2.8899
C: 1.6447 -7.3294 -3.9727
O: 1.3402 -7.0591 -5.1002
C: 2.3825 -8.6353 -3.6074
F: 1.8674 -9.2025 -2.5172
F: 3.6767 -8.3885 -3.3814
F: 2.2894 -9.4960 -4.6172
H: -1.0657 -6.0078 -2.2229
H: -1.1881 -4.5314 -3.1816
H: -1.0161 -6.0973 -3.9851
H: 1.0782 -4.7343 -2.2170
H: 1.1695 -4.8538 -3.9738
C: 0.2995 -9.5736 -7.3842
C: -1.0687 -9.1109 -6.9435
O: -2.1157 -9.7593 -7.7038
C: -2.4740 -10.9631 -7.2952
O: -2.0391 -11.5800 -6.3685
C: -3.6201 -11.4878 -8.1866
F: -3.3824 -11.2541 -9.4795
F: -4.7651 -10.8771 -7.8560
F: -3.7795 -12.7944 -8.0191
H: 0.4290 -9.4160 -8.4555
H: 1.0632 -9.0110 -6.8501
H: 0.4414 -10.6347 -7.1795
H: -1.2003 -8.0487 -7.1344
H: -1.2295 -9.2859 -5.8808
C: 0.2476 6.4070 0.3844
C: 1.6866 5.9473 0.3581
O: 2.5333 6.7615 1.1984
C: 2.5164 6.4454 2.4876
O: 1.8469 5.6077 3.0102
C: 3.5487 7.3028 3.2497
F: 3.4907 8.5855 2.8629
F: 4.7819 6.8526 3.0030
F: 3.3272 7.2500 4.5528
H: 0.1704 7.4571 0.0996
H: -0.3349 5.8061 -0.3118
H: -0.1802 6.2970 1.3804
H: 2.1095 6.0427 -0.6399
H: 1.7755 4.9064 0.6666
C: -5.9193 4.1576 -1.5331
C: -4.9949 3.3147 -0.6849
O: -3.7434 3.0735 -1.3626
C: -2.8404 4.0332 -1.2732
O: -2.9403 5.0775 -0.6995
C: -1.5527 3.5989 -2.0031
F: -1.8213 3.0441 -3.1853
F: -0.8883 2.7100 -1.2610
F: -0.7595 4.6511 -2.2024
H: -6.0604 3.6979 -2.5060
H: -6.8871 4.2603 -1.0428
H: -5.5053 5.1534 -1.6917
H: -5.4152 2.3261 -0.5139
H: -4.8027 3.7731 0.2839
C: -6.1745 1.5228 -8.3173
C: -6.9344 2.7321 -7.8208
O: -7.7000 2.4167 -6.6372
C: -7.0347 2.4472 -5.4944
O: -5.8802 2.7078 -5.3309
C: -7.9914 2.1339 -4.3260
F: -8.7975 1.1095 -4.6054
F: -8.7507 3.2051 -4.0644
F: -7.2930 1.8386 -3.2358
H: -6.8558 0.6898 -8.4914
H: -5.6668 1.7609 -9.2511
H: -5.4281 1.2041 -7.5907
H: -7.6713 3.0593 -8.5506
H: -6.2685 3.5672 -7.6097

3.
Below is an isolated molecule of CH5IN2 in a non-equilibrium geometry, with properties calculated with ωB97M-V/def2-TZVPD.

HOMO energy ... -9.34 eV
Net charge ... 0
Relative energy (zero: lowest compared OMol25 entry of this formula, charge and spin) ... 7.57 kcal per mole
Spin multiplicity ... 1
F_max ... 4.08 eV Å⁻¹
SMILES ... NNCI

Cartesian coordinates (Å):
N: 0.7802 1.2116 -0.0169
N: 0.6535 -0.0984 0.5213
C: -0.2781 -0.8705 -0.1060
I: -2.3614 0.1204 -0.1275
H: 1.2608 1.0172 -0.8580
H: -0.2504 1.5234 -0.0495
H: 0.5061 0.1396 1.5049
H: 0.0940 -1.0675 -1.1897
H: -0.4047 -1.9758 0.3215

4.
Below is a cluster of 2 separate species, C2H4N3O in total in a non-equilibrium geometry, with properties calculated with ωB97M-V/def2-TZVPD.

HOMO energy ... -15.41 eV
Net charge ... +1
Relative energy (zero: lowest compared OMol25 entry of this formula, charge and spin) ... 78.58 kcal per mole
Spin multiplicity ... 1
F_max ... 5.46 eV Å⁻¹

Cartesian coordinates (Å):
C: -1.0301 -1.5257 0.2827
C: -0.0868 0.7635 -0.0329
N: 2.1009 -0.6141 1.6592
N: 2.7883 -0.9119 2.4904
N: -0.5048 -0.5124 0.1417
O: 3.4413 -1.4371 3.3012
H: -1.7901 -2.3201 0.5151
H: 0.0579 1.3652 0.8885
H: 0.8715 0.6072 -0.5569
H: -0.7140 1.2138 -0.7045

5.
Below is a cluster of 2 separate species, C5H8N2 in total in a non-equilibrium geometry, with properties calculated with ωB97M-V/def2-TZVPD.

HOMO energy ... -9.25 eV
Net charge ... 0
Relative energy (zero: lowest compared OMol25 entry of this formula, charge and spin) ... 110.58 kcal per mole
Spin multiplicity ... 1
F_max ... 3.89 eV Å⁻¹

Cartesian coordinates (Å):
C: 2.1194 0.8334 0.5223
C: -3.1306 0.2270 0.0553
C: -1.5893 0.3910 -0.0528
C: 1.2237 -1.2131 -0.3322
C: 2.5141 -0.5866 0.0735
N: 1.9084 1.9258 0.8877
N: -2.3632 1.4444 -0.1025
H: -3.5514 -0.0247 -0.8942
H: -3.6020 0.2466 1.0400
H: 2.9606 -1.1672 0.9853
H: 0.6438 -1.2616 0.4953
H: 0.7095 -0.6010 -1.0765
H: 1.2402 -2.1604 -0.7497
H: 3.2452 -0.4846 -0.6485
H: -2.3285 2.4308 -0.2030

6.
Below is a structure of composition C3H3CuO3, with properties calculated with ωB97M-V/def2-TZVPD.

HOMO energy (spin up / spin down) ... -1.85 / -4.51 eV
Net charge ... -1
Expectation value of S² ... 0.752
Relative energy (zero: lowest compared OMol25 entry of this formula, charge and spin) ... 0.00 kcal per mole
Spin multiplicity ... 2
F_max ... 0.91 eV Å⁻¹

Cartesian coordinates (Å):
O: 0.3829 -0.0710 -0.3713
C: 1.6156 0.2589 0.2456
O: 2.5459 -0.3052 -0.3712
C: -1.8613 -0.2758 0.2869
H: -1.8639 -1.3487 0.0907
H: -2.7775 0.2039 0.6273
C: -0.7830 0.4742 0.0683
O: 1.6173 0.9779 1.2333
Cu: 1.8767 -1.4706 -2.0144
H: -0.7528 1.5564 0.2048

7.
Below is an isolated molecule of C21H24N2O8S, with properties calculated with ωB97M-V/def2-TZVPD.

HOMO energy ... -8.13 eV
Net charge ... 0
Relative energy (zero: lowest compared OMol25 entry of this formula, charge and spin) ... 43.09 kcal per mole
Spin multiplicity ... 1
F_max ... 0.72 eV Å⁻¹
SMILES ... COc1cc(NC(=O)C[C@@H](C)S(=O)(=O)c2ccc3c(c2)NC(=O)CO3)cc(OC)c1OC

Cartesian coordinates (Å):
C: -1.9005 1.3140 3.0016
O: -2.7102 0.6218 2.0782
C: -2.1233 -0.2640 1.2253
C: -0.7612 -0.5280 1.2399
C: -0.2286 -1.4750 0.3746
N: 1.1334 -1.8128 0.3674
C: 2.1485 -1.2755 1.0866
O: 2.0233 -0.3990 1.9176
C: 3.5118 -1.8789 0.7674
C: 4.5514 -0.7810 0.6363
C: 5.9735 -1.2904 0.5450
S: 4.2107 0.0910 -0.9501
O: 5.2669 1.0369 -1.1891
O: 3.9686 -0.9113 -1.9596
C: 2.6760 0.9972 -0.7065
C: 2.6164 2.0172 0.2229
C: 1.4112 2.6549 0.4541
C: 0.2747 2.2719 -0.2478
C: 0.3508 1.2468 -1.1989
C: 1.5609 0.6120 -1.4242
N: -0.8124 0.8578 -1.8618
C: -1.9933 1.5009 -1.7292
O: -3.0147 1.1153 -2.2533
C: -1.9255 2.7964 -0.9323
O: -0.9087 2.8724 0.0473
C: -1.0532 -2.1051 -0.5402
C: -2.4218 -1.8346 -0.5865
O: -3.0876 -2.5304 -1.5412
C: -4.3378 -2.0702 -2.0218
C: -2.9837 -0.9311 0.3275
O: -4.3516 -0.8165 0.4012
C: -4.9371 0.4699 0.2980
H: -1.3837 0.6264 3.6765
H: -2.5862 1.9361 3.5753
H: -1.1699 1.9492 2.4928
H: -0.1062 -0.0305 1.9307
H: 1.3725 -2.5271 -0.3067
H: 3.4919 -2.4504 -0.1614
H: 3.7849 -2.5454 1.5906
H: 4.4313 -0.0364 1.4222
H: 6.6410 -0.4590 0.3320
H: 6.0538 -2.0079 -0.2691
H: 6.2804 -1.7674 1.4738
H: 3.5064 2.3076 0.7558
H: 1.3254 3.4410 1.1864
H: 1.6497 -0.1870 -2.1435
H: -0.7940 0.0049 -2.4067
H: -2.8724 2.9430 -0.4069
H: -1.8033 3.6166 -1.6590
H: -0.6651 -2.8311 -1.2382
H: -4.5298 -2.6620 -2.9166
H: -5.1333 -2.2342 -1.2937
H: -4.2898 -1.0114 -2.2867
H: -6.0114 0.2966 0.3356
H: -4.6775 0.9383 -0.6560
H: -4.6417 1.1175 1.1243

8.
Below is a structure of composition C31H37CaFN7O4Se in a non-equilibrium geometry, with properties calculated with ωB97M-V/def2-TZVPD.

HOMO energy ... -8.79 eV
Net charge ... +1
Relative energy (zero: lowest compared OMol25 entry of this formula, charge and spin) ... 9.00 kcal per mole
Spin multiplicity ... 1
F_max ... 1.72 eV Å⁻¹

Cartesian coordinates (Å):
Ca: -0.1492 -0.4167 -1.0266
C: 1.7995 2.1573 0.8459
C: 0.8086 2.9402 1.7055
C: 0.3275 4.1742 0.9318
C: -0.3248 2.1038 2.2804
C: -0.4482 2.1376 3.6653
C: -1.4897 1.5135 4.3208
C: -2.4340 0.8393 3.5763
C: -2.3483 0.7505 2.1896
C: -3.5125 0.0251 1.5297
C: -4.5953 1.0008 1.0440
C: -3.1594 -0.9449 0.4054
C: -1.2650 1.3660 1.5270
N: -1.1352 1.2700 0.1214
C: -1.7653 2.2073 -0.5985
C: -2.5606 3.2508 -0.0502
C: -3.1789 4.1838 -0.8452
C: -3.0186 4.1753 -2.2259
C: -2.2374 3.1845 -2.8067
C: -1.6630 2.2316 -2.0035
F: -0.9103 1.2207 -2.6027
H: 2.5280 2.8526 0.4269
H: 1.2768 1.6442 0.0339
H: 2.3283 1.4223 1.4525
H: 1.3663 3.3220 2.5686
H: -0.0108 3.9135 -0.0687
H: 1.1524 4.8800 0.8412
H: -0.4843 4.6683 1.4584
H: 0.2820 2.6835 4.2433
H: -1.5818 1.5746 5.3934
H: -3.2738 0.3773 4.0783
H: -3.9716 -0.5740 2.3264
H: -4.3116 1.4721 0.1054
H: -4.7779 1.7779 1.7830
H: -5.5237 0.4559 0.8826
H: -2.8007 -0.4091 -0.4730
H: -4.0609 -1.4919 0.1294
H: -2.3999 -1.6556 0.7328
H: -2.6602 3.2959 1.0226
H: -3.7979 4.9338 -0.3791
H: -3.4909 4.9245 -2.8372
H: -2.0724 3.1484 -3.8721
N: 0.7452 -5.9147 -0.8508
C: 0.0482 -4.7169 -1.3026
C: 0.0491 -3.7021 -0.1652
O: 0.3950 -4.2241 0.9977
O: -0.2478 -2.5402 -0.2939
H: 0.4072 -6.7447 -1.3220
H: 0.5843 -5.1868 0.8300
H: 1.7430 -5.8508 -1.0281
H: -1.0012 -4.9566 -1.5009
H: 0.4584 -4.2365 -2.2010
O: -1.5423 -1.5027 -2.4762
H: -2.1828 -1.2011 -3.1314
H: -0.8147 -1.9262 -2.9634
Se: 1.4899 -3.4740 -4.9250
N: 2.7814 -2.3762 -5.3492
C: 2.7088 -1.2909 -4.5879
C: 3.5510 -0.1702 -4.6485
C: 3.2814 0.8571 -3.7713
C: 2.2191 0.7576 -2.8653
N: 1.4084 -0.2852 -2.7717
C: 1.6344 -1.2942 -3.6218
N: 0.8723 -2.3898 -3.6490
H: 4.3597 -0.1333 -5.3606
H: 3.8852 1.7500 -3.7727
H: 2.0153 1.5669 -2.1757
N: 1.3433 -2.6894 4.0083
C: 2.3955 -1.8577 3.8469
O: 3.0652 -1.4247 4.7542
C: 2.6901 -1.5124 2.4134
C: 4.0177 -1.4186 2.0018
C: 4.2750 -1.0825 0.6843
C: 3.2020 -0.8365 -0.1579
N: 1.9329 -0.8953 0.2305
C: 1.6867 -1.2216 1.4939
H: 1.0959 -2.9766 4.9413
H: 0.8722 -3.1130 3.2282
H: 4.8142 -1.5894 2.7114
H: 5.2828 -0.9940 0.3101
H: 3.3782 -0.5649 -1.1897
H: 0.6467 -1.2209 1.7946